Record 1
C16H38AsO5PtSi2 | ωB97M-V/def2-TZVPD

Results
- LUMO energy (alpha / beta): -11.812 / -11.823 eV
- HOMO (alpha / beta): -0.6612 / -0.6608 hartree
- Frontier orbital gap (alpha / beta): 6.179 / 6.158 eV
- Total charge: +3
- M: 636.6 u

Each line ends with the natural charge from an NBO analysis.
Positions of all 63 atoms, in Å:
Pt 0.8248 -0.1889 -0.1080  0.93
C 3.9651 0.5152 -0.1092  -0.11
C 3.7256 -0.2565 1.1710  -0.09
O 2.6274 -1.1785 1.0703  -0.59
C 2.8868 -2.4003 0.3669  -0.11
C 1.6572 -3.2667 0.5467  -0.10
O 0.4634 -2.6191 0.0725  -0.56
C -0.0467 -3.0908 -1.1696  -0.09
C 0.8502 -2.7033 -2.3257  -0.10
O 1.2442 -1.3463 -2.1233  -0.60
C 1.3454 -0.5258 -3.2818  -0.10
C 0.3577 0.6192 -3.1452  -0.10
O 0.4485 1.2868 -1.8843  -0.54
C 1.3473 2.4022 -1.8426  -0.10
C 2.7839 1.9979 -1.5958  -0.10
O 2.7632 1.2388 -0.3984  -0.59
H 4.2228 -0.1449 -0.9446  0.19
H 4.7928 1.2112 0.0468  0.23
H 3.4417 0.4399 1.9587  0.22
H 4.6331 -0.7864 1.4655  0.23
H 3.7494 -2.9054 0.8081  0.23
H 3.0929 -2.2074 -0.6897  0.19
H 1.5030 -3.4494 1.6101  0.22
H 1.8100 -4.2225 0.0436  0.22
H -1.0251 -2.6205 -1.2708  0.20
H -0.1761 -4.1750 -1.1479  0.23
H 0.2850 -2.8211 -3.2520  0.23
H 1.7382 -3.3383 -2.3829  0.21
H 1.1080 -1.0891 -4.1852  0.24
H 2.3702 -0.1640 -3.3729  0.21
H -0.6590 0.2257 -3.1968  0.21
H 0.5129 1.3320 -3.9582  0.23
H 1.0035 3.0147 -1.0078  0.21
H 1.2840 2.9799 -2.7665  0.23
H 3.3935 2.8965 -1.4711  0.23
H 3.2001 1.4088 -2.4174  0.19
C -1.2873 1.0093 4.3544  -1.17
Si -1.6344 -0.4576 3.2577  1.63
C -3.4101 -0.8867 2.8766  -1.17
C -0.4086 -1.8602 3.2213  -1.18
As -0.9931 0.8428 0.9198  0.28
Si -3.1914 2.2314 -0.3472  1.75
C -2.4243 3.1906 -1.7411  -1.18
C -3.5439 3.1485 1.2344  -1.19
C -4.1799 0.7139 -0.7776  -1.19
H -1.5013 0.7433 5.3943  0.30
H -1.9121 1.8685 4.1057  0.26
H -0.2408 1.3141 4.3072  0.27
H -3.8392 -1.3856 3.7521  0.30
H -3.4966 -1.5809 2.0395  0.26
H -4.0232 -0.0064 2.6796  0.26
H -0.3966 -2.3452 4.2025  0.30
H 0.6048 -1.5125 3.0128  0.26
H -0.6868 -2.6135 2.4833  0.27
H -1.6293 3.8496 -1.3906  0.27
H -3.1914 3.8244 -2.1992  0.31
H -2.0295 2.5416 -2.5223  0.26
H -2.6572 3.6679 1.6023  0.27
H -3.9222 2.4961 2.0225  0.27
H -4.3082 3.9094 1.0453  0.31
H -3.6626 0.0752 -1.4951  0.27
H -5.1160 1.0347 -1.2482  0.31
H -4.4441 0.1191 0.0975  0.27

Record 2
CH3ClNO2S | ωB97M-V/def2-TZVPD

Results
- ΔE to the lowest compared entry with this formula, charge and spin: 24.33 kcal per mole
- LUMO energy (alpha / beta): 3.701 / 3.531 eV
- 2S+1: 3
- HOMO (alpha / beta): -0.0690 / -0.1394 hartree
- Frontier orbital gap (alpha / beta): 5.578 / 7.324 eV
- Total charge: -1
- M: 128.6 u

Each line ends with the Löwdin spin population.
Positions of all 9 atoms, in Å:
C -0.1209 -0.1105 -0.0761  0.02
N -1.3743 0.4618 -0.4528  0.03
O -2.7143 2.6392 -0.3738  0.16
O -0.5093 2.2872 1.6986  1.30
S -1.3248 2.2049 -0.3484  0.35
Cl -1.8204 0.0193 -2.1259  0.12
H -0.2166 -1.1946 0.0257  0.00
H 0.6926 0.1140 -0.7772  0.00
H 0.0901 0.3731 0.8862  0.01

Record 3
C27H44N3P3PmSe | ωB97M-V/def2-TZVPD

Results
- LUMO energy (alpha / beta): -9.971 / -9.862 eV
- 2S+1: 5
- HOMO (alpha / beta): -0.5847 / -0.5847 hartree
- Frontier orbital gap (alpha / beta): 5.939 / 6.049 eV
- Total charge: +3
- M: 727.6 u

Each line ends with the Löwdin spin population.
Positions of all 79 atoms, in Å:
Pm 0.7669 -0.2399 -0.1490  4.06
P -1.5091 -0.6859 1.7075  -0.01
P 1.7075 -2.9231 -0.8153  -0.01
P -1.5392 -0.7360 -1.9261  -0.01
H 0.0706 4.6679 -0.4163  0.00
C -0.9915 4.4214 -0.5429  0.00
C -1.7345 4.0407 0.5089  0.00
H -1.3239 4.0627 1.5256  0.00
C -1.4399 -0.3091 3.5001  0.00
C -1.7095 -2.5166 1.7844  0.00
C -3.2369 -0.1383 1.3903  0.00
C 2.6267 -2.9961 -2.3969  0.00
C 2.9637 -3.6210 0.3380  0.00
C 0.5786 -4.3578 -1.0395  0.00
C -2.6511 0.7156 -2.1180  0.00
C -2.7454 -2.1208 -1.8396  0.00
C -0.9621 -0.9381 -3.6592  0.00
H -1.4108 4.4358 -1.5585  0.00
H -2.7897 3.7694 0.3959  0.00
H -1.3940 0.7778 3.6516  0.00
H -0.5524 -0.7650 3.9563  0.00
H -2.3339 -0.6929 4.0123  0.00
H -0.7296 -2.9792 1.9667  0.00
H -2.1023 -2.9058 0.8369  0.00
H -2.3888 -2.7884 2.6040  0.00
H -3.2401 0.9460 1.2155  0.00
H -3.8646 -0.3533 2.2670  0.00
H -3.6712 -0.6331 0.5139  0.00
H 3.2545 -3.8940 -2.4290  0.00
H 3.2358 -2.0910 -2.4867  0.00
H 1.9198 -3.0018 -3.2310  0.00
H 3.2039 -4.6624 0.0760  0.00
H 2.5486 -3.5653 1.3495  0.00
H 3.8681 -3.0016 0.3128  0.00
H 1.1390 -5.3053 -1.0541  0.00
H 0.0229 -4.2415 -1.9773  0.00
H -0.1462 -4.3646 -0.2174  0.00
H -3.1409 0.6706 -3.1005  0.00
H -2.0619 1.6413 -2.0448  0.00
H -3.4100 0.7279 -1.3265  0.00
H -3.3162 -2.1662 -2.7779  0.00
H -3.4422 -1.9928 -1.0023  0.00
H -2.2089 -3.0705 -1.7039  0.00
H -1.8361 -0.9781 -4.3254  0.00
H -0.3851 -1.8678 -3.7587  0.00
H -0.3128 -0.0954 -3.9348  0.00
C 2.0155 2.2050 -3.6271  0.00
C 1.5154 3.4827 -3.3693  0.00
C 1.5474 4.4634 -4.3613  0.00
C 2.0766 4.1805 -5.6259  0.00
C 2.6078 2.9108 -5.8703  0.00
C 2.5753 1.9241 -4.8810  0.00
Se 2.0094 0.8170 -2.2204  -0.01
H 1.2233 1.7102 -1.1637  0.00
H 1.1010 3.7189 -2.3925  0.00
H 1.1635 5.4592 -4.1430  0.00
H 2.0836 4.9410 -6.4071  0.00
H 3.0564 2.6858 -6.8314  0.00
H 2.9904 0.9379 -5.0762  0.00
N -0.3485 1.3368 10.3295  0.00
C 0.0763 1.2475 9.2413  0.00
C 0.6288 1.1300 7.9175  0.00
C 0.1306 1.9115 6.8646  0.00
C 0.6961 1.8152 5.5935  0.00
C 1.7215 0.8906 5.3704  0.00
C 2.2372 0.1119 6.4116  0.00
C 1.6728 0.2251 7.6855  0.00
N 2.1464 0.6345 4.0467  0.00
C 3.2131 -0.1824 3.6516  0.00
C 3.1589 -0.2922 2.2971  0.00
N 2.0272 0.4053 1.8369  -0.01
C 1.4844 0.9899 2.9240  0.00
H -0.7023 2.5956 7.0463  0.00
H 0.3305 2.4402 4.7757  0.00
H 3.0376 -0.6063 6.2237  0.00
H 2.0371 -0.3968 8.5052  0.00
H 3.9057 -0.5845 4.3653  0.00
H 3.8239 -0.7871 1.6041  0.00
H 0.6496 1.6812 2.9114  0.00

Record 4
C4H9NOS | ωB97M-V/def2-TZVPD

Results
- ΔE to the lowest compared entry with this formula, charge and spin: 45.59 kcal per mole
- LUMO energy: 0.805 eV
- HOMO: -0.3292 hartree
- SMILES string: C[C@@H](CS)NC=O
- Frontier orbital gap: 9.762 eV
- M: 119.2 u

Each line ends with the natural charge from an NBO analysis.
Positions of all 16 atoms, in Å:
O -1.7106 2.2154 0.1025  -0.58
C -0.5362 2.2695 0.5267  0.52
N 0.2607 1.1180 0.6791  -0.68
C 0.1189 -0.0155 -0.2547  -0.05
C -0.5093 -1.2635 0.6224  -0.50
S -1.2707 -2.5295 -0.5865  -0.09
C 1.4352 -0.3833 -0.9455  -0.63
H 0.1376 3.1646 0.5548  0.13
H 0.8303 1.2185 1.4952  0.40
H -0.6591 0.2379 -0.9301  0.23
H -1.2274 -0.7700 1.4068  0.24
H 0.3427 -1.8067 1.0540  0.21
H -2.5726 -2.1065 -0.4247  0.14
H 1.4801 0.2853 -1.7770  0.22
H 2.2653 -0.1534 -0.2142  0.21
H 1.6150 -1.4808 -1.3087  0.23

Record 5
C4H4N2 | ωB97M-V/def2-TZVPD

Results
- ΔE to the lowest compared entry with this formula, charge and spin: 119.92 kcal per mole
- LUMO energy: -0.745 eV
- HOMO: -0.2849 hartree
- Frontier orbital gap: 7.008 eV
- M: 80.1 u

Each line ends with the natural charge from an NBO analysis.
Positions of all 10 atoms, in Å:
C -0.8269 0.4074 -0.8730  -0.45
C 0.0851 1.4641 -0.8471  -0.30
N 2.1833 0.6377 1.5783  0.15
N 1.3509 -0.0090 1.2020  0.14
C 0.4209 -0.9147 0.8859  -0.30
C -0.5920 -0.6960 -0.0576  -0.01
H -1.6955 0.3250 -1.5331  0.18
H -0.1758 2.1646 -1.6624  0.12
H 0.5088 -1.8252 1.4652  0.25
H -1.2587 -1.5539 -0.1583  0.21